Formula: C63H171N15O27
Source: OMol25
Level of theory: the ωB97M-V functional and the def2-TZVPD basis

```
276
Properties=species:S:1:pos:R:3:mulliken_charge:R:1
C 1.436 -2.865 -0.022 0.00
O 2.069 -3.000 -1.270 0.49
C 3.489 -3.184 -1.055 -0.21
C 4.228 -3.382 -2.373 -1.17
N 3.819 -4.597 -3.196 -0.25
C 2.426 -4.471 -3.672 0.46
C 2.236 -5.649 -4.700 -0.81
O 3.159 -5.450 -5.743 -0.37
C 3.148 -6.409 -6.836 -0.80
H 0.432 -2.453 -0.120 -1.31
H 2.068 -2.173 0.535 0.40
H 1.290 -3.811 0.499 0.27
H 3.552 -4.063 -0.412 0.44
H 3.933 -2.330 -0.543 -0.18
H 5.292 -3.426 -2.141 0.63
H 4.227 -2.443 -2.928 0.06
H 4.367 -4.782 -4.024 0.38
H 2.217 -3.527 -4.176 -0.08
H 1.786 -4.713 -2.824 -0.16
H 1.227 -5.648 -5.112 0.35
H 2.388 -6.597 -4.184 0.40
H 3.124 -7.407 -6.398 0.32
H 3.944 -6.370 -7.580 0.28
H 2.239 -6.314 -7.430 0.27
C 5.154 3.218 4.431 -0.58
O 5.599 2.521 3.314 -0.21
C 5.944 1.149 3.583 -0.48
C 6.502 0.541 2.250 -1.31
N 5.381 -0.074 1.538 0.27
C 4.572 0.848 0.696 1.99
C 5.444 1.684 -0.266 -0.99
O 4.595 2.310 -1.281 -0.26
C 3.974 3.506 -0.826 0.78
H 4.240 3.700 4.086 -0.03
H 5.873 4.009 4.647 0.27
H 4.952 2.688 5.361 0.38
H 5.064 0.700 4.043 0.33
H 6.786 1.124 4.275 0.45
H 7.158 -0.278 2.547 0.56
H 7.169 1.248 1.758 0.52
H 4.743 -0.388 2.255 0.17
H 4.058 1.485 1.416 -0.90
H 3.747 0.334 0.204 -0.39
H 6.065 1.022 -0.868 -0.13
H 6.207 2.190 0.326 0.47
H 3.449 4.058 -1.605 -0.77
H 4.693 4.255 -0.494 0.70
H 3.266 3.331 -0.015 -0.49
C -10.606 -3.096 3.462 -0.79
O -9.653 -2.326 4.068 -0.29
C -10.008 -0.990 4.111 -0.61
C -8.946 -0.167 4.936 -0.67
N -7.563 -0.352 4.429 -0.08
C -6.660 0.614 5.062 -0.99
C -5.267 0.599 4.416 0.28
O -5.494 1.013 3.094 -0.48
C -4.449 0.674 2.212 1.07
H -10.343 -4.145 3.599 0.26
H -10.497 -2.983 2.384 0.30
H -11.663 -2.981 3.703 0.32
H -11.014 -0.799 4.485 0.44
H -10.019 -0.436 3.173 0.32
H -8.974 -0.467 5.984 0.37
H -9.172 0.897 4.859 0.38
H -7.503 -0.279 3.423 0.06
H -6.486 0.247 6.074 0.36
H -7.001 1.649 5.036 0.42
H -4.835 -0.402 4.413 0.09
H -4.628 1.230 5.034 0.03
H -4.825 0.599 1.192 -0.31
H -3.810 -0.158 2.510 -0.30
H -3.684 1.450 2.187 -0.33
C 2.213 -6.189 6.908 -0.75
O 1.109 -6.244 6.090 -0.38
C 0.892 -5.104 5.238 -0.62
C -0.503 -5.021 4.693 -0.75
N -0.755 -3.895 3.774 1.48
C -2.197 -3.845 3.500 -2.05
C -2.624 -2.653 2.642 -0.15
O -1.953 -2.759 1.424 0.25
C -2.405 -1.661 0.590 0.87
H 2.371 -5.251 7.440 0.31
H 3.138 -6.261 6.336 0.31
H 2.082 -6.971 7.655 0.27
H 1.576 -5.076 4.389 0.43
H 1.034 -4.172 5.784 0.33
H -1.205 -4.894 5.518 0.34
H -0.816 -5.967 4.253 0.33
H -0.392 -4.309 2.927 -0.80
H -2.783 -3.932 4.415 0.58
H -2.346 -4.828 3.054 0.57
H -2.421 -1.696 3.122 -0.20
H -3.699 -2.789 2.525 0.65
H -1.808 -1.646 -0.322 -1.32
H -2.174 -0.741 1.127 -0.41
H -3.469 -1.816 0.410 0.87
C -2.656 0.535 -8.301 -0.78
O -1.804 -0.138 -7.384 -0.36
C -1.693 0.602 -6.185 -0.66
C -0.605 0.062 -5.241 0.45
N -0.984 -1.239 -4.698 -0.17
C -0.253 -1.632 -3.505 0.92
C -0.781 -3.017 -3.090 -0.37
O -0.441 -4.020 -4.099 -0.31
C -1.174 -5.226 -3.934 -0.94
H -2.838 0.047 -9.258 0.28
H -2.322 1.552 -8.507 0.30
H -3.649 0.627 -7.861 0.32
H -2.605 0.580 -5.589 0.26
H -1.369 1.627 -6.367 0.41
H -0.572 0.719 -4.372 -0.36
H 0.345 0.158 -5.767 -0.03
H -1.002 -2.006 -5.355 0.33
H -0.373 -0.970 -2.647 -0.78
H 0.800 -1.758 -3.758 0.06
H -1.855 -2.943 -2.920 0.89
H -0.406 -3.357 -2.124 -0.25
H -0.989 -5.738 -2.989 0.16
H -0.985 -5.863 -4.798 0.38
H -2.246 -5.032 -3.893 0.40
C -2.265 -0.837 6.479 -0.69
O -2.411 0.402 5.746 -0.21
C -1.234 0.929 5.198 -0.01
C -1.453 2.243 4.466 0.67
N -1.842 3.234 5.488 -0.27
C -1.920 4.595 4.971 -0.06
C -2.502 5.514 6.039 -1.04
O -3.911 5.263 6.281 -0.28
C -4.410 5.812 7.510 -0.81
H -1.789 -1.550 5.806 0.05
H -3.204 -1.210 6.889 0.27
H -1.635 -0.688 7.355 0.36
H -0.750 0.169 4.584 -0.19
H -0.502 1.114 5.985 0.40
H -2.278 2.162 3.759 -0.40
H -0.573 2.690 4.003 -0.21
H -2.680 2.897 5.941 0.37
H -2.572 4.725 4.108 0.17
H -0.914 4.924 4.710 0.16
H -2.386 6.556 5.743 0.49
H -1.885 5.409 6.932 0.42
H -4.246 6.878 7.672 0.30
H -4.023 5.219 8.338 0.33
H -5.492 5.743 7.625 0.27
C 4.065 5.844 -7.113 -0.79
O 3.041 6.154 -6.170 -0.37
C 2.959 5.243 -5.069 -0.61
C 1.885 5.876 -4.189 0.04
N 0.668 6.062 -4.920 -0.48
C -0.520 6.737 -4.242 -0.07
C -1.702 6.846 -5.203 -0.85
O -1.432 7.737 -6.305 -0.31
C -2.499 7.819 -7.250 -0.73
H 5.006 5.833 -6.563 0.29
H 4.045 6.599 -7.899 0.23
H 3.848 4.840 -7.477 0.32
H 3.894 5.132 -4.521 0.54
H 2.649 4.262 -5.427 0.21
H 2.053 6.854 -3.738 0.34
H 1.862 5.226 -3.314 -0.23
H 0.893 6.680 -5.687 0.45
H -0.169 7.720 -3.929 0.42
H -0.747 6.155 -3.349 0.02
H -2.525 7.161 -4.561 0.40
H -2.003 5.877 -5.603 0.34
H -2.175 8.318 -8.164 0.25
H -3.288 8.462 -6.861 0.29
H -2.957 6.852 -7.454 0.30
C 11.435 -8.403 2.391 -0.73
O 10.138 -7.887 2.210 -0.31
C 9.895 -7.412 0.908 -0.48
C 8.559 -6.707 0.823 -0.29
N 8.193 -6.229 -0.560 -0.44
C 6.812 -5.642 -0.572 -0.92
C 6.779 -4.329 0.265 0.39
O 7.605 -3.400 -0.373 -0.44
C 7.155 -2.051 -0.244 -0.09
H 11.364 -9.142 3.189 0.26
H 12.138 -7.600 2.609 0.26
H 11.754 -8.983 1.524 0.32
H 9.954 -8.291 0.266 0.33
H 10.670 -6.681 0.677 0.31
H 8.477 -5.937 1.590 0.20
H 7.774 -7.420 1.072 0.25
H 8.678 -5.383 -0.822 0.37
H 6.084 -6.344 -0.164 0.39
H 6.411 -5.488 -1.574 0.22
H 7.089 -4.330 1.311 0.31
H 5.781 -3.893 0.239 -0.14
H 7.458 -1.669 0.731 0.27
H 6.081 -1.883 -0.328 -0.23
H 7.613 -1.421 -1.006 0.34
C -11.213 2.362 -3.176 -0.66
O -10.308 2.902 -2.222 -0.38
C -8.922 2.839 -2.652 -0.59
C -8.411 1.352 -2.525 -0.29
N -7.750 1.150 -1.230 -0.31
C -7.483 -0.273 -1.008 -0.84
C -6.233 -0.731 -1.691 -0.54
O -5.067 -0.157 -1.160 0.20
C -3.912 -0.218 -2.054 -0.69
H -11.265 1.274 -3.185 0.23
H -10.895 2.729 -4.152 0.33
H -12.182 2.780 -2.902 0.24
H -8.478 3.703 -2.157 0.29
H -8.962 3.149 -3.697 0.38
H -7.670 1.203 -3.310 0.25
H -9.199 0.616 -2.687 0.28
H -6.824 1.519 -1.391 0.25
H -8.307 -0.881 -1.381 0.41
H -7.427 -0.527 0.050 0.14
H -6.374 -0.443 -2.733 0.38
H -6.226 -1.818 -1.609 0.31
H -3.218 0.521 -1.653 0.01
H -4.205 -0.260 -3.103 0.50
H -3.399 -1.167 -1.899 0.03
C 0.713 6.723 -0.766 0.69
O -0.409 6.327 -0.554 -0.68
N 1.805 6.040 -0.523 0.36
N 0.995 7.908 -1.226 -0.35
H 2.676 6.548 -0.472 -0.09
H 1.618 5.121 -0.147 -0.37
H 0.145 8.452 -1.267 0.29
H 1.955 8.196 -1.348 0.13
C 1.621 -1.217 3.340 0.06
O 2.651 -0.675 2.959 -0.68
N 1.494 -1.904 4.466 -0.17
N 0.523 -1.197 2.696 1.76
H 0.813 -2.641 4.583 -0.07
H 2.287 -1.870 5.090 0.27
H -0.176 -1.893 2.913 -0.44
H 0.516 -0.809 1.763 -0.98
C -0.521 -6.186 0.469 0.67
O 0.482 -6.276 1.201 -0.65
N -0.983 -7.271 -0.122 -0.46
N -1.189 -5.157 0.155 0.48
H -1.450 -7.363 -1.013 0.16
H -0.584 -8.112 0.270 0.26
H -1.068 -4.289 0.658 -0.66
H -2.017 -5.294 -0.407 0.29
C 1.072 0.817 -0.849 0.24
O 0.295 0.227 0.177 2.02
H 1.647 0.086 -1.417 -0.03
H 0.264 0.997 -1.559 -0.50
H 1.738 1.582 -0.450 -0.27
H -0.328 0.887 0.491 -0.59
C -2.148 2.922 0.567 -0.55
O -1.218 2.064 1.140 0.29
H -1.569 3.593 -0.069 0.03
H -2.933 2.367 0.054 0.17
H -2.584 3.546 1.347 0.06
H -0.562 2.600 1.592 -0.31
C -0.342 3.345 -2.885 0.69
O -0.268 3.309 -4.297 -0.41
H 0.640 3.223 -2.430 -0.12
H -0.704 4.320 -2.559 -0.03
H -0.993 2.568 -2.486 -0.32
H -0.027 4.193 -4.584 0.10
C 4.118 5.742 2.065 -0.35
O 5.140 6.238 1.192 -0.57
H 3.142 6.227 2.075 0.35
H 3.945 4.686 1.856 -0.10
H 4.533 5.776 3.072 0.41
H 4.792 6.836 0.526 0.29
C 3.146 0.987 -4.435 -0.01
O 3.370 1.247 -5.843 -0.59
H 3.387 1.915 -3.916 -0.13
H 2.092 0.773 -4.260 0.07
H 3.850 0.233 -4.084 0.39
H 3.062 0.437 -6.258 0.30
C 1.684 2.374 2.624 0.51
O 1.175 3.676 2.195 -0.55
H 2.705 2.378 3.006 0.24
H 1.055 1.808 3.311 -0.18
H 1.683 1.718 1.753 -0.68
H 1.268 4.193 2.998 0.22
```

Computed properties:
Total energy   -145721.678 eV
Highest occupied orbital energy   -8.2 eV
LUMO   -0.036 eV
Spin multiplicity   1

---

Formula: C6H12O
Source: OMol25
Level of theory: the ωB97M-V functional and the def2-TZVPD basis

```
19
Properties=species:S:1:pos:R:3:nbo_charge:R:1
C 0.165 0.033 1.939 -0.61
C 0.253 -0.526 0.519 -0.25
C -0.987 -1.351 0.169 -0.62
C 1.643 -0.761 -2.069 0.08
O 0.592 -0.034 -1.831 -0.48
C 0.535 0.581 -0.503 0.10
C -0.501 1.686 -0.595 -0.64
H 0.108 -0.786 2.664 0.22
H 1.038 0.645 2.194 0.21
H -0.733 0.649 2.068 0.20
H 1.129 -1.186 0.456 0.23
H -1.911 -0.786 0.341 0.20
H -1.028 -2.251 0.791 0.22
H -0.973 -1.668 -0.878 0.22
H 1.418 -1.153 -3.094 0.07
H 1.531 0.997 -0.314 0.20
H -1.499 1.280 -0.788 0.22
H -0.531 2.257 0.338 0.22
H -0.249 2.375 -1.407 0.22
```

Computed properties:
Energy above the lowest of the compared OMol25 structures with the same formula, charge and spin   69.3 kcal/mol
Total energy   -8461.350 eV
Highest occupied orbital energy   -8.5 eV
LUMO   0.869 eV
Spin multiplicity   1

---

Formula: C4H7N
Source: OMol25
Level of theory: the ωB97M-V functional and the def2-TZVPD basis

```
12
Properties=species:S:1:pos:R:3:nbo_charge:R:1
C -2.228 1.346 -0.017 -0.05
N -0.969 1.307 -0.148 -0.42
C -0.298 0.072 -0.257 -0.06
C 1.035 0.096 -0.166 -0.17
C 1.781 -1.177 0.079 -0.65
H -2.821 0.512 0.365 0.14
H -2.732 2.290 -0.212 0.17
H -0.929 -0.796 -0.069 0.17
H 1.336 1.104 0.096 0.22
H 2.257 -1.565 -0.831 0.22
H 2.534 -1.246 0.851 0.23
H 1.035 -1.943 0.309 0.21
```

Computed properties:
Energy above the lowest of the compared OMol25 structures with the same formula, charge and spin   40.9 kcal/mol
Total energy   -5749.643 eV
Highest occupied orbital energy   -8.8 eV
LUMO   0.832 eV
SMILES string   C=N/C=C/C
Spin multiplicity   1